Below is C43H35Cl3N6O3V as an isolated structure, with properties calculated with wB97M-V/def2-TZVPD.

Each line ends with the Mulliken spin population.
Element x y z (Å)
V1 0.1737 -0.0203 0.2852  1.972
C1 3.8754 -2.1314 -0.6090  -0.009
C2 2.7748 -1.2829 -0.0643  0.015
N1 1.5645 -1.3177 -0.4828  -0.077
N2 1.1522 -2.1406 -1.4847  0.008
C3 -0.1644 -2.0252 -1.6059  -0.024
O1 -0.9186 -1.2957 -0.8773  0.005
C4 -0.8124 -2.7997 -2.6950  0.004
C5 -2.1730 -3.0772 -2.6082  0.006
C6 -2.8098 -3.7511 -3.6378  0.000
C7 -2.0933 -4.1356 -4.7641  0.000
C8 -0.7360 -3.8570 -4.8522  0.000
C9 -0.0929 -3.1968 -3.8166  -0.001
C10 3.0017 -0.3270 1.0433  0.043
C11 4.2197 -0.2445 1.7029  0.010
C12 4.3610 0.6521 2.7509  0.001
C13 3.2788 1.4216 3.1343  0.010
C14 2.0851 1.2679 2.4464  0.016
N3 1.9535 0.4348 1.4231  -0.054
H1 3.4571 -2.8453 -1.3131  0.000
H2 4.6157 -1.5173 -1.1277  0.003
H3 4.3867 -2.6728 0.1882  0.002
H4 -2.7128 -2.7605 -1.7253  0.000
H5 -3.8660 -3.9777 -3.5644  0.000
H6 -2.5927 -4.6551 -5.5723  0.000
H7 -0.1779 -4.1527 -5.7315  0.000
H8 0.9622 -2.9666 -3.8716  0.000
H9 5.0450 -0.8704 1.3975  0.000
H10 5.3066 0.7345 3.2709  0.000
H11 3.3359 2.1155 3.9599  0.000
H12 1.1994 1.8203 2.7320  0.004
C15 -2.0695 4.0001 4.0422  0.000
O2 -2.1802 2.6059 3.8390  0.001
C16 -1.2034 1.8079 4.3819  0.019
C17 -0.1440 2.2775 5.1357  -0.020
C18 0.7863 1.3758 5.6551  0.047
C19 0.6401 0.0232 5.4118  -0.021
C20 -0.4292 -0.4542 4.6637  0.071
C21 -1.3727 0.4247 4.1442  -0.008
N4 -2.5033 0.0347 3.4505  0.099
C22 -2.9429 -1.2326 3.1077  0.513
C23 -2.2191 -2.3454 2.6118  -0.106
C24 -2.8673 -3.6049 2.6595  0.163
C25 -2.2828 -4.7550 2.1813  -0.097
C26 -1.0027 -4.6926 1.6282  0.190
C27 -0.3477 -3.4766 1.5433  -0.128
C28 -0.9299 -2.2866 1.9951  0.208
O3 -0.3096 -1.1369 1.8320  0.078
H13 -2.1167 4.2526 5.1044  0.000
H14 -2.9116 4.4521 3.5241  0.000
H15 -1.1385 4.3899 3.6207  0.000
H16 -0.0369 3.3344 5.3333  -0.002
H17 1.6107 1.7416 6.2536  0.004
H18 1.3593 -0.6812 5.8099  -0.001
H19 -0.5431 -1.5134 4.4842  -0.007
H20 -3.2193 0.7424 3.4486  -0.009
H21 -4.0097 -1.3658 3.2516  0.033
H22 -3.8562 -3.6506 3.1033  -0.005
H23 -2.8109 -5.6978 2.2418  -0.003
H24 -0.5257 -5.5880 1.2497  0.012
H25 0.6315 -3.4108 1.0823  0.002
Cl1 -4.7079 0.7698 -0.6489  0.004
C29 -3.9504 2.0465 0.3015  0.000
Cl2 -4.8118 2.2774 1.8314  0.003
Cl3 -3.9115 3.5611 -0.6101  0.002
C30 -2.5710 1.6364 0.5757  0.083
N5 -1.5078 1.2498 0.7344  -0.004
N6 0.5621 1.1467 -1.1212  -0.219
C31 0.7348 1.6809 -2.2462  0.067
C32 1.6754 2.8332 -2.4157  0.005
C33 1.4848 3.7950 -3.4031  0.014
C34 2.3452 4.8800 -3.5031  -0.010
C35 3.4114 5.0065 -2.6255  0.015
C36 3.6108 4.0469 -1.6400  -0.008
C37 2.7454 2.9715 -1.5335  0.013
C38 0.0219 1.1310 -3.4465  0.019
C39 0.6746 0.9744 -4.6673  0.014
C40 0.0336 0.3573 -5.7317  -0.007
C41 -1.2719 -0.0928 -5.5928  0.012
C42 -1.9334 0.0745 -4.3840  -0.003
C43 -1.2879 0.6775 -3.3165  0.023
H26 0.6541 3.6980 -4.0911  0.002
H27 2.1815 5.6271 -4.2693  0.000
H28 4.0861 5.8489 -2.7085  0.001
H29 4.4438 4.1393 -0.9543  0.000
H30 2.8803 2.2223 -0.7627  0.009
H31 1.6962 1.3182 -4.7761  0.001
H32 0.5574 0.2218 -6.6696  0.000
H33 -1.7700 -0.5806 -6.4209  0.001
H34 -2.9475 -0.2864 -4.2665  0.000
H35 -1.7825 0.7716 -2.3589  -0.002

Force components x, y, z for each atom (eV/Å):
0.076 -0.233 -0.421
-0.017 -0.017 -0.037
0.036 0.011 0.015
-0.124 0.169 0.127
0.024 0.021 0.011
-0.060 -0.023 -0.056
0.145 0.102 0.160
-0.003 0.001 0.017
0.006 0.013 0.010
-0.005 -0.002 -0.007
0.002 -0.002 0.000
0.008 -0.001 0.006
-0.003 -0.004 0.001
0.052 -0.156 0.041
0.022 0.116 -0.061
0.004 -0.007 0.030
-0.022 0.007 0.008
0.020 -0.005 0.009
0.007 -0.161 -0.017
0.001 0.008 -0.005
0.008 0.004 0.018
-0.007 -0.013 0.007
-0.005 -0.003 -0.003
0.001 0.000 0.003
-0.001 0.000 0.000
-0.001 -0.001 -0.001
0.002 0.001 -0.001
0.002 0.004 -0.016
-0.001 0.001 -0.001
-0.004 0.001 0.001
-0.034 0.022 0.019
0.019 -0.023 -0.012
-0.018 0.003 -0.016
-0.028 -0.094 -0.026
0.034 -0.066 -0.020
0.001 0.047 0.022
0.005 -0.059 -0.019
-0.014 0.037 -0.005
0.084 0.056 0.047
-0.018 0.134 -0.076
-0.045 -0.054 0.069
0.031 0.024 -0.053
0.022 -0.018 -0.012
-0.010 0.008 0.016
0.009 -0.007 -0.020
-0.012 -0.016 -0.007
0.047 -0.081 -0.030
-0.038 0.303 0.006
-0.009 0.004 0.002
-0.018 -0.001 0.008
0.001 -0.014 0.001
0.003 0.011 0.000
-0.002 0.008 -0.001
0.000 0.001 0.003
0.005 -0.002 0.000
0.007 0.011 -0.003
0.013 -0.012 0.005
0.001 0.007 -0.001
0.003 -0.003 -0.002
-0.003 -0.004 0.004
-0.012 0.005 0.010
-0.007 -0.043 -0.016
0.044 0.055 0.062
-0.002 -0.006 -0.046
0.015 0.012 0.001
0.031 -0.068 0.064
-0.218 0.091 -0.072
-0.051 -0.065 0.273
-0.005 -0.080 -0.007
-0.010 0.017 -0.003
-0.001 0.002 -0.010
-0.005 0.002 -0.001
0.007 -0.003 0.004
-0.005 0.006 0.003
0.002 -0.008 -0.007
-0.005 0.037 0.003
0.012 0.001 0.012
-0.002 -0.007 0.001
-0.008 0.013 0.000
-0.006 -0.007 -0.002
0.018 -0.010 -0.024
0.004 0.003 0.004
0.001 0.002 0.000
0.001 -0.001 0.000
0.000 0.002 -0.001
0.005 -0.002 -0.003
-0.002 -0.003 -0.003
0.001 0.001 0.000
-0.001 0.000 0.001
0.002 -0.001 -0.001
-0.004 0.004 0.019

Expectation value of S² ... 3.83
Energy above the lowest of the compared OMol25 structures with the same formula, charge and spin ... 0.0 kJ/mol
Frontier orbital gap (alpha / beta) ... 5.1138 / 6.9319 eV
2S+1 ... 4
Lowest unoccupied orbital energy (alpha / beta) ... -0.18 / -0.33 eV
Energy ... -123497.8337 eV
E_HOMO (alpha / beta) ... -5.292 / -7.261 eV